Arrangement 1

One molecule with the formula C4H8N2OS. Source: the OMol25 dataset; level of theory: ωB97M-V/def2-TZVPD.

Structure (XYZ):
```
16
Properties=species:S:1:pos:R:3:nbo_charge:R:1
C -1.63106 -1.21383 -0.53663 -0.439
C -1.24976 1.05104 -0.21204 -0.459
C 1.23036 -0.40960 1.15144 0.012
C 2.26811 0.20362 0.23646 0.188
H -2.38498 -1.04902 0.45037 0.186
H -2.20367 -1.34004 -1.51137 0.217
H -1.08332 -2.18625 -0.50423 0.211
H -2.24609 1.16338 -0.96128 0.224
H -1.65400 1.19757 0.96110 0.193
H -0.49103 2.00277 -0.46417 0.213
H 1.54068 -0.96402 2.05266 0.228
H 2.89552 1.69232 -0.75456 0.507
N -0.53525 -0.18671 -0.35960 -0.360
N -0.01142 -0.64768 0.94734 -0.230
O 2.20110 1.53185 -0.05330 -0.640
S 3.35481 -0.84539 -0.44220 -0.051
```

SMILES: CN(C)/N=C\C(O)=S
Charge: 0
Lowest unoccupied orbital energy: -0.35 eV
E_HOMO: -9.178 eV
Multiplicity: 1
Gap between HOMO and LUMO: 0.3243 hartree


Arrangement 2

A 2-piece molecular cluster, C4H8N2OS overall. Source: the OMol25 dataset; level of theory: ωB97M-V/def2-TZVPD.

Structure (XYZ):
```
16
Properties=species:S:1:pos:R:3:nbo_charge:R:1
C 1.90603 -0.34251 1.44833 -0.242
C -1.46823 -0.80569 -1.17410 0.254
C 1.49946 -1.66089 0.94337 -0.607
C -1.64305 1.88419 -0.97967 -0.794
N 1.39189 0.73908 1.04053 0.062
N 1.09302 1.71397 0.55342 -0.065
O -1.74886 -1.94134 -1.35891 -0.523
S -2.56105 0.51126 -1.64330 0.219
H 2.36926 -0.34910 2.38469 0.218
H -0.54356 -0.47894 -0.64725 0.111
H 2.07684 -2.01732 0.01079 0.214
H 0.43228 -1.57546 0.60568 0.209
H 1.58882 -2.27645 1.71875 0.216
H -1.44963 1.70418 0.07300 0.238
H -2.24489 2.86668 -1.25978 0.255
H -0.69833 2.02832 -1.71555 0.237
```

Charge: 0
Lowest unoccupied orbital energy: 0.67 eV
E_HOMO: -8.431 eV
Multiplicity: 1
Gap between HOMO and LUMO: 0.3345 hartree


Arrangement 3

One molecule with the formula C4H8N2OS. Source: the OMol25 dataset; level of theory: ωB97M-V/def2-TZVPD.

Structure (XYZ):
```
16
Properties=species:S:1:pos:R:3:nbo_charge:R:1
C -1.87833 -0.80540 -0.41553 -0.633
C -1.16105 -0.02093 0.66138 -0.228
C 0.44870 2.03002 0.03549 0.490
C 2.59113 -1.37027 -0.07103 -0.068
H -2.03794 -1.95179 -0.09681 0.222
H -1.15735 -0.95862 -1.30848 0.221
H -2.71546 -0.25911 -0.83879 0.213
H -0.22331 -0.49251 0.95448 0.243
H -1.70657 0.12580 1.72065 0.187
H -1.56854 1.88754 -0.24757 0.393
H 3.67760 -0.98834 -0.14299 0.156
H 2.46813 -2.42593 -0.18459 0.192
N -0.82829 1.36908 0.12457 -0.646
N 1.58285 -0.51855 -0.03109 -0.571
O 0.54292 3.19214 -0.27882 -0.589
S 1.96552 1.18688 0.11912 0.419
```

SMILES: C=NSC(=O)NCC
Charge: 0
Lowest unoccupied orbital energy: 0.47 eV
E_HOMO: -9.371 eV
Multiplicity: 1
Gap between HOMO and LUMO: 0.3616 hartree


Arrangement 4

One molecule with the formula C4H8N2OS. Source: the OMol25 dataset; level of theory: ωB97M-V/def2-TZVPD.

Structure (XYZ):
```
16
Properties=species:S:1:pos:R:3:nbo_charge:R:1
C -1.26044 -1.04969 0.86493 0.325
C 0.35708 1.17940 0.11633 -0.400
C 1.55354 0.30227 -0.07134 -0.469
C 1.24360 1.40891 -1.08935 0.112
H -2.23870 -2.75809 0.96764 0.402
H -2.79708 -1.76246 -0.31038 0.400
H 0.07173 -0.33918 1.97743 0.353
H 0.23198 1.92896 0.93197 0.239
H 1.49793 -0.76386 -0.30858 0.245
H 2.37907 0.57044 0.60552 0.227
H 1.80892 2.33755 -1.00531 0.195
H 0.31782 0.40355 -2.41042 0.477
N -2.29846 -1.84861 0.54783 -0.818
N -0.44662 -1.19565 1.82496 -0.734
O 0.85172 1.21316 -2.38680 -0.680
S -1.27211 0.37330 -0.25445 0.127
```

SMILES: [H]/N=C(/N)S[C@H]1C[C@H]1O
Charge: 0
Lowest unoccupied orbital energy: 0.68 eV
E_HOMO: -9.275 eV
Multiplicity: 1
Gap between HOMO and LUMO: 0.3658 hartree


Stability verdict: arrangement 4, ahead by 0.581 eV


Arrangement 1

C4H8N2OS as an isolated structure. Source: the OMol25 dataset; level of theory: ωB97M-V/def2-TZVPD.

Structure (XYZ):
```
16
Properties=species:S:1:pos:R:3:nbo_charge:R:1
C 0.87691 3.04741 0.81296 0.791
C 0.30839 -1.60260 -0.65303 -0.597
C -0.20515 -0.66363 0.49964 -0.403
C 0.22860 0.68169 0.11036 -0.234
N -0.15477 3.84903 0.76117 -0.767
N 0.03155 1.73217 1.09803 -0.627
O 1.99691 3.12911 0.59572 -0.538
S -1.37060 2.70745 1.20092 0.548
H 0.17101 -0.94459 -1.46248 0.201
H 1.35097 -1.81496 -0.40959 0.208
H -0.33126 -2.52090 -0.73293 0.212
H 0.10951 -0.90039 1.43177 0.205
H -1.27375 -0.83472 0.47577 0.194
H 1.28766 0.66584 -0.11370 0.219
H -0.21990 0.96636 -0.90292 0.170
H -0.18368 4.83327 1.08740 0.417
```

Charge: 0
Lowest unoccupied orbital energy: 0.35 eV
E_HOMO: -8.376 eV
Multiplicity: 1
Gap between HOMO and LUMO: 0.3206 hartree


Arrangement 2

One molecule with the formula C4H8N2OS. Source: the OMol25 dataset; level of theory: ωB97M-V/def2-TZVPD.

Structure (XYZ):
```
16
Properties=species:S:1:pos:R:3:nbo_charge:R:1
C -0.59523 0.57903 -0.16544 -0.286
C -0.54423 -0.87338 -0.20270 -0.199
C -1.68530 -1.50085 0.05171 -0.369
C 1.90449 -0.47191 0.83851 -0.167
H -2.24866 1.51177 -1.06536 0.369
H -1.98280 2.07984 0.53526 0.371
H -0.09197 1.01910 0.73679 0.210
H 0.10884 1.05742 -0.94380 0.191
H -2.64988 -0.95250 0.28492 0.258
H -1.56003 -2.57007 0.12690 0.202
H 1.62178 -0.44957 1.87782 0.218
H 2.74501 -0.15859 -1.30031 0.454
N -1.92950 1.17368 -0.15726 -0.854
N 2.70216 0.42457 0.54110 -0.068
O 3.09664 0.58696 -0.75660 -0.535
S 1.10867 -1.45548 -0.40153 0.205
```

SMILES: C=C(CN)S/C=N\O
Charge: 0
Lowest unoccupied orbital energy: 0.70 eV
E_HOMO: -9.268 eV
Multiplicity: 1
Gap between HOMO and LUMO: 0.3665 hartree


Arrangement 3

One molecule with the formula C4H8N2OS. Source: the OMol25 dataset; level of theory: ωB97M-V/def2-TZVPD.

Structure (XYZ):
```
16
Properties=species:S:1:pos:R:3:nbo_charge:R:1
C 1.81902 -0.28575 0.06836 0.147
C 0.09254 1.26641 0.80433 0.603
C 0.17581 2.26565 -0.30097 -0.751
C 0.36646 -0.12759 0.24788 -0.584
N 2.45579 0.45172 -0.71065 -0.649
N -1.32496 -2.24909 0.15563 -1.011
O -0.38032 1.39008 1.89627 -0.512
S -0.26166 -1.45348 1.26342 0.405
H 2.25771 -0.99367 0.74775 0.167
H -0.39498 2.06006 -1.22023 0.240
H 1.21986 2.09503 -0.67123 0.280
H 0.07296 3.23188 -0.06918 0.222
H -0.27210 -0.32572 -0.74352 0.294
H 3.43639 0.24689 -0.97778 0.367
H -1.02836 -3.28677 0.01607 0.395
H -2.30617 -2.07448 0.38497 0.386
```

SMILES: [H]/N=C/[C@@H](SN)C(C)=O
Charge: 0
Lowest unoccupied orbital energy: 0.59 eV
E_HOMO: -8.978 eV
Multiplicity: 1
Gap between HOMO and LUMO: 0.3518 hartree


Stability verdict: arrangement 1, ahead by 0.078 eV